1.
ORCA calculation (the ωB97M-V functional and the def2-TZVPD basis) on a molecular structure, C40H61BBrF4O5RbS2Si in a non-equilibrium geometry.

Computed properties:
Energy (eV): -164512.6176
HOMO level (eV): -1.717
HOMO-LUMO gap (hartree): 0.191
ΔE to the lowest compared entry with this formula, charge and spin (kJ/mol): 0.00

ORCA input file:
```
! wB97M-V def2-TZVPD RIJCOSX def2/J DEFGRID3
* xyz -2 1
Rb 1.240 0.652 -0.356
C 0.312 9.730 0.562
C -0.588 8.929 -0.471
C -2.032 9.528 -0.566
C 0.000 9.148 -1.865
C -0.630 7.442 -0.040
C 0.499 6.645 -0.105
C 0.377 5.289 0.158
Br 1.922 4.244 0.339
C -0.885 4.599 0.311
O -0.895 3.370 0.011
C -1.953 5.523 0.752
C -1.829 6.839 0.459
C -3.230 4.968 1.447
C -4.271 4.588 0.352
C -2.896 3.715 2.239
C -3.796 6.098 2.333
H 0.314 10.774 0.210
H 1.352 9.280 0.594
H -0.118 9.708 1.586
H -1.929 10.527 -0.965
H -2.518 9.589 0.415
H -2.623 8.789 -1.159
H -0.018 10.186 -2.169
H -0.538 8.578 -2.690
H 1.067 8.813 -1.878
H 1.466 7.041 -0.375
H -2.717 7.506 0.573
H -3.831 3.798 -0.314
H -4.579 5.447 -0.238
H -5.126 4.101 0.807
H -2.401 3.029 1.524
H -3.813 3.311 2.647
H -2.240 3.913 3.098
H -4.207 6.885 1.679
H -3.028 6.535 3.004
H -4.625 5.665 2.964
O -1.420 -0.988 -0.754
S -2.768 -0.514 -0.514
C -3.547 -1.471 0.957
C -3.529 -2.967 0.721
C -2.368 -3.728 0.673
C -2.438 -5.122 0.826
C -3.695 -5.797 0.906
C -4.835 -5.014 0.659
C -4.776 -3.631 0.664
C -3.767 -1.171 -1.997
C -4.270 -0.047 -2.884
C -5.564 0.453 -2.618
C -6.039 1.508 -3.380
C -5.238 2.061 -4.364
C -3.915 1.615 -4.587
C -3.456 0.551 -3.824
H -4.577 -1.073 1.052
H -2.912 -1.163 1.806
H -1.378 -3.253 0.521
H -1.499 -5.658 0.848
H -3.675 -6.801 1.322
H -5.803 -5.475 0.578
H -5.779 -3.128 0.627
H -4.555 -1.824 -1.726
H -2.990 -1.767 -2.448
H -6.127 0.040 -1.785
H -7.053 1.877 -3.216
H -5.674 2.914 -4.960
H -3.302 2.098 -5.320
H -2.438 0.199 -3.956
F 5.505 1.225 -0.936
B 4.196 1.155 -0.490
F 3.262 2.059 -1.250
F 3.646 -0.183 -0.669
F 4.084 1.487 0.855
C 2.046 -3.173 -2.048
C 2.558 -4.584 -2.081
C 1.629 -5.501 -2.815
C 3.972 -4.663 -2.642
O 2.563 -5.055 -0.683
Si 3.125 -4.238 0.590
S 1.829 -2.614 1.391
O 4.561 -3.558 0.161
C 5.654 -3.223 1.066
C 6.444 -2.199 0.259
C 6.574 -4.456 1.257
C 5.153 -2.662 2.398
O 3.405 -5.380 1.741
C 2.551 -6.260 2.550
C 2.154 -7.447 1.620
C 3.437 -6.551 3.724
C 1.353 -5.458 2.979
H 1.971 -2.802 -3.102
H 2.783 -2.488 -1.478
H 1.024 -3.089 -1.590
H 1.706 -5.291 -3.881
H 0.588 -5.444 -2.498
H 1.971 -6.541 -2.649
H 3.849 -4.273 -3.655
H 4.406 -5.686 -2.685
H 4.672 -4.070 -2.051
H 6.891 -2.772 -0.596
H 7.298 -1.817 0.822
H 5.826 -1.357 -0.130
H 6.507 -5.105 0.377
H 6.117 -5.067 2.084
H 7.610 -4.189 1.535
H 4.503 -1.825 2.181
H 6.048 -2.309 2.900
H 4.651 -3.412 2.983
H 3.011 -7.986 1.286
H 1.508 -7.049 0.867
H 1.577 -8.082 2.239
H 4.320 -7.006 3.375
H 2.879 -7.201 4.427
H 3.647 -5.619 4.281
H 0.700 -5.212 2.162
H 1.599 -4.494 3.402
H 0.794 -6.040 3.721
*
```

***

2.
ORCA calculation (the ωB97M-V functional and the def2-TZVPD basis) on a molecular structure, C40H62Cl3GeN7NaO2PSbSe in a non-equilibrium geometry.

Computed properties:
Energy (eV): -236688.0206
HOMO level (eV): -4.437
HOMO-LUMO gap (hartree): 0.238
ΔE to the lowest compared entry with this formula, charge and spin (kJ/mol): 63.89

ORCA input file:
```
! wB97M-V def2-TZVPD RIJCOSX def2/J DEFGRID3
* xyz -1 1
Na -0.282 0.454 -0.092
C -2.278 2.382 1.422
C -3.419 1.734 0.705
C -4.384 2.492 0.039
C -5.450 1.846 -0.559
C -5.520 0.460 -0.480
C -4.502 -0.219 0.177
N -3.488 0.404 0.763
Sb -4.677 -2.354 0.458
C -3.403 -2.450 2.188
C -3.926 -2.210 3.452
C -3.067 -2.292 4.539
C -1.732 -2.584 4.319
C -1.292 -2.815 3.014
C 0.142 -3.080 2.709
N -2.136 -2.772 1.983
C -3.246 -3.108 -0.977
C -3.666 -4.070 -1.890
C -2.712 -4.670 -2.697
C -1.386 -4.295 -2.553
C -1.057 -3.291 -1.641
C 0.357 -2.830 -1.460
N -1.986 -2.712 -0.881
H -2.636 3.083 2.178
H -1.665 2.924 0.700
H -1.673 1.602 1.885
H -4.276 3.568 -0.015
H -6.223 2.409 -1.069
H -6.348 -0.086 -0.916
H -4.973 -1.963 3.579
H -3.437 -2.133 5.545
H -1.027 -2.632 5.139
H 0.650 -3.566 3.543
H 0.614 -2.105 2.513
H 0.229 -3.681 1.804
H -4.711 -4.347 -1.962
H -2.997 -5.429 -3.416
H -0.613 -4.774 -3.141
H 1.061 -3.518 -1.928
H 0.575 -2.728 -0.397
H 0.479 -1.840 -1.909
Cl 0.370 3.260 -4.513
C -0.536 3.283 -3.007
Cl 0.042 4.630 -2.004
Cl -2.246 3.546 -3.358
C -0.314 1.954 -2.157
O 0.753 1.362 -2.322
O -1.261 1.681 -1.394
N 0.627 0.164 1.691
P 2.006 0.627 2.092
N 2.378 0.749 3.804
C 1.965 1.998 4.435
C 0.495 1.969 4.858
C 0.260 0.892 5.933
C 1.398 -0.136 5.922
C 1.835 -0.435 4.494
N 2.582 2.130 1.540
C 3.920 2.640 1.753
C 4.338 3.526 0.583
C 3.430 4.766 0.487
C 2.027 4.459 1.033
C 1.692 2.994 0.776
N 3.315 -0.417 1.702
C 3.354 -0.880 0.329
C 3.514 -2.399 0.279
C 4.763 -2.815 1.058
C 4.703 -2.252 2.479
C 4.521 -0.731 2.423
H 2.105 2.809 3.721
H 2.610 2.200 5.302
H -0.070 1.727 3.955
H 0.181 2.953 5.216
H -0.686 0.382 5.734
H 0.190 1.348 6.925
H 1.069 -1.067 6.390
H 2.248 0.235 6.501
H 0.968 -0.815 3.936
H 2.596 -1.225 4.499
H 4.607 1.799 1.857
H 3.989 3.224 2.687
H 4.261 2.942 -0.337
H 5.381 3.833 0.698
H 3.351 5.076 -0.558
H 3.869 5.597 1.046
H 1.287 5.100 0.551
H 1.984 4.656 2.108
H 1.775 2.803 -0.304
H 0.664 2.767 1.068
H 4.197 -0.419 -0.216
H 2.425 -0.572 -0.153
H 3.583 -2.740 -0.758
H 2.632 -2.851 0.741
H 5.654 -2.427 0.552
H 4.852 -3.905 1.085
H 5.613 -2.508 3.031
H 3.846 -2.684 3.003
H 5.408 -0.307 1.914
H 4.463 -0.304 3.423
C -1.196 -1.396 -8.365
Ge -1.125 -0.224 -6.760
C -2.206 1.401 -7.049
C 0.760 0.184 -6.359
C -1.863 -1.200 -5.207
Se -1.798 -0.011 -3.626
C -3.712 0.164 -3.389
H -0.809 -0.881 -9.245
H -2.217 -1.714 -8.576
H -0.586 -2.285 -8.200
H -1.676 2.110 -7.686
H -2.399 1.886 -6.092
H -3.161 1.161 -7.517
H 1.112 1.029 -6.950
H 1.393 -0.678 -6.571
H 0.867 0.438 -5.304
H -1.256 -2.075 -4.973
H -2.895 -1.524 -5.337
H -4.177 0.493 -4.318
H -3.841 0.911 -2.611
H -4.121 -0.791 -3.064
*
```